The following is a DFT calculation (ωB97M-V with the def2-TZVPD basis set) of a single C22H26N4O3S molecule in a non-equilibrium geometry.

net charge: 0
SMILES: CC(C)[C@H](NC(=O)c1cccc(S(=O)(=O)N2CCCC2)c1)c1nc2ccccc2[nH]1
energy relative to the best compared isomer or geometry (same formula, charge and spin): 1.616 eV

Geometry as XYZ:
```
56
Properties=species:S:1:pos:R:3:nbo_charge:R:1
C -1.173 2.048 -2.440 -0.136
C -2.908 0.882 -0.663 -0.347
C 4.072 -3.069 -0.019 -0.223
H 1.836 3.180 3.625 0.213
H 0.749 0.556 0.571 0.415
H -1.354 0.928 0.764 0.236
C 2.638 1.799 2.177 -0.207
N 4.574 0.412 -0.361 -0.536
C 3.363 0.347 0.271 0.402
S -4.055 0.126 0.488 2.308
H 2.960 2.440 0.123 0.241
H -4.367 0.946 -2.204 0.237
H -2.797 2.012 -3.832 0.223
H 5.318 -4.686 -0.621 0.213
C 6.211 -2.812 -1.131 -0.213
N 2.973 -0.873 0.499 -0.506
H 4.672 1.084 2.412 0.214
H 2.197 3.909 2.058 0.206
C -3.348 1.174 -1.940 -0.152
H -0.477 2.522 -3.116 0.240
H 4.125 2.156 3.697 0.219
H 0.770 2.893 2.250 0.217
C 1.806 3.021 2.550 -0.608
H -3.524 -4.101 1.190 0.216
C 4.991 -0.882 -0.550 0.088
H -3.682 -2.537 2.018 0.229
H -6.326 -1.125 0.333 0.239
C -0.730 1.737 -1.156 -0.153
H 5.051 1.249 -0.651 0.423
H -5.774 -4.012 0.415 0.207
N 1.208 1.382 0.221 -0.602
H -2.421 -1.863 0.092 0.221
H -6.101 -2.235 -1.032 0.199
C 3.964 -1.683 0.002 0.150
H 4.542 2.825 2.121 0.200
C 4.086 1.975 2.626 -0.611
C -5.679 -1.897 -0.081 -0.241
H -3.320 -2.971 -0.976 0.199
O -3.360 -0.105 1.727 -0.950
H 6.905 -0.816 -1.540 0.215
H -5.995 -2.953 1.811 0.220
O -5.265 0.892 0.525 -0.934
C -3.387 -2.329 -0.093 -0.232
O 1.289 2.970 -1.380 -0.626
C -3.931 -3.094 1.115 -0.426
C 6.125 -1.434 -1.121 -0.240
C 0.679 2.092 -0.799 0.671
N -4.378 -1.301 -0.349 -0.664
H 2.222 0.911 2.664 0.209
C 5.203 -3.612 -0.590 -0.227
H 7.079 -3.285 -1.568 0.214
C 2.578 1.560 0.653 -0.099
C -2.470 1.766 -2.833 -0.214
C -1.619 1.153 -0.257 -0.130
H 3.293 -3.685 0.401 0.222
C -5.447 -3.082 0.880 -0.428
```

***

The following is a DFT calculation (ωB97M-V with the def2-TZVPD basis set) of 2 unconnected molecules or ions with the total composition C22H26N4O4S2 in a non-equilibrium geometry.

net charge: 0
SMILES: NCc1cc(CCCCSc2nnco2)c2c(c1)C(=O)C(N=C=S)=CC2=O.CCOCC
energy relative to the best compared isomer or geometry (same formula, charge and spin): 24.945 eV

Geometry as XYZ:
```
58
Properties=species:S:1:pos:R:3:nbo_charge:R:1
C 1.003 0.083 -1.387 -0.261
H -3.504 0.160 4.658 0.375
H -3.178 -2.312 1.233 0.264
N -0.848 0.094 -3.190 -0.492
H 1.580 0.933 -1.951 0.265
C 1.887 1.489 5.576 -0.442
O -1.742 -2.703 -1.551 -0.496
C 2.370 2.901 4.897 -0.521
S -0.825 3.133 -2.521 0.058
H 1.352 -2.075 -8.394 0.160
H -1.354 -0.630 -8.627 0.212
H 2.305 1.498 6.693 0.224
C 0.750 -0.587 2.849 0.067
H -0.952 -2.206 -9.347 0.214
C -0.444 3.866 3.979 0.242
H -0.367 -0.793 5.025 0.245
H -4.693 -0.476 3.671 0.367
H 1.244 -2.803 -6.321 0.203
C -0.478 -0.961 3.869 -0.262
C -2.178 -1.857 1.656 -0.221
C 1.636 -0.473 0.057 0.518
C -1.089 -1.667 -1.002 0.514
H -2.811 -2.360 5.273 0.213
O -0.471 3.961 2.493 -0.466
C -1.023 1.456 -2.917 0.292
H 0.699 1.467 5.692 0.236
N -1.890 3.492 4.248 -0.274
H -1.073 -2.029 -7.592 0.206
N -4.075 -0.699 4.495 -0.839
C -3.219 -1.924 4.260 -0.262
H 2.390 0.986 2.647 0.234
C -1.836 3.695 1.962 0.235
H -2.141 3.740 0.814 0.251
H 3.309 3.391 5.447 0.251
H -0.292 -0.797 -5.952 0.167
C -0.307 -0.490 -1.897 0.080
C -0.746 -1.533 -8.509 -0.645
H 1.002 -0.691 -9.411 0.186
O 2.955 -0.628 0.193 -0.529
H 1.305 -2.213 -4.657 0.218
C 0.731 -1.177 -8.468 -0.063
H 3.022 -0.779 2.855 0.266
H 2.657 2.838 3.764 0.242
O 1.064 -0.261 -7.428 -0.541
C 2.492 0.136 4.875 -0.416
H 2.609 -1.814 -5.804 0.211
C -0.941 -1.469 0.652 -0.079
C 2.221 0.006 3.263 -0.472
C 0.503 -0.838 1.214 -0.133
H 1.944 -0.789 5.384 0.224
H 3.651 0.022 5.066 0.228
H -3.909 -2.738 3.755 0.220
C 0.787 -0.686 -6.096 -0.063
H 1.103 0.127 -5.435 0.182
C 1.526 -1.953 -5.697 -0.645
C -1.921 -1.566 3.283 0.038
S 0.945 4.135 5.211 0.258
N -2.734 3.365 3.147 -0.242
```

***

The following is a DFT calculation (ωB97M-V with the def2-TZVPD basis set) of a single C22H26N4O7S3 molecule in a non-equilibrium geometry.

net charge: 0
SMILES: CCOCCn1/c(=N/C(=O)c2ccc(S(=O)(=O)N3CCOCC3)cc2)sc2cc(S(N)(=O)=O)ccc21

Geometry as XYZ:
```
62
Properties=species:S:1:pos:R:3:nbo_charge:R:1
C 0.943 -1.268 2.882 -0.175
C 4.588 -5.641 0.397 -0.267
C 1.762 2.394 -3.445 -0.057
H -2.216 2.045 -2.914 0.216
H 2.380 -2.528 3.888 0.248
H -5.869 8.024 0.285 0.405
C 2.365 -1.884 0.571 -0.180
S 4.160 -3.488 1.849 2.314
C -0.239 2.514 -2.168 -0.070
H 5.145 -6.161 1.189 0.190
C -5.300 4.735 0.010 -0.334
C 2.638 1.443 -2.634 -0.640
C -3.274 3.019 -0.679 0.233
O -7.275 5.424 1.609 -0.934
C 1.266 -1.049 0.496 -0.186
H -5.360 5.300 -2.033 0.246
H 2.458 1.545 -1.566 0.206
C 3.912 -6.667 -0.511 -0.072
C -1.871 1.509 0.314 0.333
N -0.892 0.662 0.361 -0.643
O -7.336 6.225 -0.736 -0.936
H -5.108 4.028 2.013 0.249
H -0.392 3.606 -2.176 0.165
C 2.042 -2.105 2.955 -0.201
H 0.944 -0.627 -0.443 0.240
H 3.412 -6.145 -1.341 0.167
C -4.740 3.962 1.003 -0.179
N -5.665 7.228 0.867 -1.077
H -5.759 7.452 1.844 0.404
H 3.684 1.663 -2.826 0.219
C 0.553 -0.739 1.653 -0.051
H 5.268 -4.998 -0.160 0.239
H -1.386 0.710 -2.086 0.238
H 1.826 -4.900 2.099 0.219
S -6.590 5.887 0.440 2.306
C 1.983 -6.619 0.785 -0.073
H -3.514 3.764 -2.689 0.225
H 1.319 -7.288 1.335 0.202
C -0.611 0.172 1.601 0.628
N -2.261 2.099 -0.833 -0.391
H 0.364 2.252 -1.290 0.185
H 0.375 -1.008 3.763 0.241
C 2.739 -2.400 1.798 -0.317
C 2.596 -5.575 1.723 -0.268
C -4.871 4.673 -1.306 -0.180
H 2.435 0.416 -2.925 0.211
H 1.417 -6.101 -0.003 0.166
H 4.643 -7.373 -0.908 0.202
H 1.998 2.296 -4.508 0.190
N 3.555 -4.794 0.968 -0.670
C -1.582 1.785 -2.067 -0.230
O 0.380 2.098 -3.361 -0.540
O 4.428 -3.863 3.209 -0.938
H 3.085 -6.071 2.573 0.201
C -3.852 3.812 -1.666 -0.251
H 2.950 -2.139 -0.298 0.238
C -3.715 3.099 0.652 -0.255
O 2.972 -7.434 0.206 -0.518
H 1.943 3.434 -3.140 0.162
O -1.265 0.485 2.594 -0.607
S -2.807 2.018 1.702 0.489
O 5.221 -2.914 1.077 -0.935
```

***

The following is a DFT calculation (ωB97M-V with the def2-TZVPD basis set) of a molecular structure, C22H26N6O7SeY in a non-equilibrium geometry.

net charge: +3
energy relative to the best compared isomer or geometry (same formula, charge and spin): 0.316 eV

Geometry as XYZ:
```
63
Properties=species:S:1:pos:R:3:nbo_charge:R:1
C -2.048 3.901 1.805 -0.092
N 3.853 -5.250 -3.611 -0.580
H 0.455 1.441 3.784 0.407
C 1.311 -1.622 -4.437 -0.193
H 0.143 4.635 0.745 0.196
C 1.452 -2.994 -2.182 0.217
H -2.076 4.526 2.698 0.233
C -2.389 2.612 -1.334 -0.090
N 0.630 -1.942 -2.242 -0.103
C 0.029 2.698 -1.550 -0.091
C -3.206 2.927 1.816 -0.096
C 1.356 -3.531 -0.899 0.134
O -0.355 -0.590 -0.650 -0.700
H -1.654 1.141 4.497 0.246
C -1.234 0.280 3.986 -0.348
O -0.824 3.133 1.775 -0.613
H 2.305 3.640 0.770 0.230
N 0.047 0.648 3.299 -0.902
C 0.525 -1.217 -3.367 0.049
H 2.158 2.651 -1.217 0.231
H 1.401 1.061 -1.351 0.216
C -3.428 1.948 -0.450 -0.091
N -0.143 -1.833 -1.061 0.260
C 2.171 -2.726 -4.379 -0.071
H -4.131 3.434 1.546 0.239
H -4.359 2.509 -0.482 0.240
H -1.102 -0.507 4.727 0.258
C -2.243 -0.219 2.949 0.718
H 1.234 -1.054 -5.354 0.277
N 3.662 -6.266 -1.229 -0.560
C 0.343 3.947 1.568 -0.094
C 0.833 -4.202 1.600 -0.200
H -2.065 4.552 0.929 0.193
H 0.595 -4.473 2.620 0.275
H 1.968 2.659 2.192 0.217
Se 4.550 -6.605 -2.718 1.140
H 0.548 4.543 2.459 0.231
H -0.039 3.758 -1.301 0.199
H -0.163 -0.385 -3.377 0.262
C 1.278 2.064 -0.959 -0.090
O 1.193 1.900 0.477 -0.595
C 2.920 -5.218 -1.457 0.055
O -1.645 -0.751 1.873 -0.916
H 0.712 -0.107 3.431 0.403
H -0.588 -2.519 1.562 0.292
H -3.626 0.929 -0.776 0.232
H 2.239 -5.824 1.349 0.281
C 3.028 -4.644 -2.803 0.159
H 0.068 2.608 -2.638 0.220
O -2.954 1.831 0.909 -0.605
H -2.648 2.449 -2.381 0.227
C 2.032 -4.631 -0.439 0.051
O -1.117 2.012 -1.027 -0.608
H -2.330 3.687 -1.153 0.197
O -3.420 -0.054 3.077 -0.493
C 1.757 -4.972 0.884 -0.077
H 2.767 -3.001 -5.241 0.283
C 2.248 -3.459 -3.196 -0.047
C 1.539 3.054 1.276 -0.088
Y -0.875 0.837 1.013 2.085
H -3.344 2.474 2.795 0.241
C 0.172 -3.105 1.063 0.055
N 0.480 -2.790 -0.208 -0.105
```

***

no.,HOMO (hartree),HOMO-LUMO gap (Eh),E_tot (eV)
1,-0.317,0.3319,-46175.41778
2,-0.325,0.2532,-59034.39943
3,-0.328,0.3083,-76034.21740
4,-0.617,0.2719,-112873.29586